# 1
This record from the OMol25 dataset describes a structure of composition H28O14 at a distorted geometry. The level of theory is wB97M-V/def2-TZVPD.

Computed properties:
relative energy (zero: lowest compared OMol25 entry of this formula, charge and spin)	163.4	kcal per mole
maximum force	10.45	eV/A
E_LUMO	-0.563	eV
HOMO	-9.449	eV
2S+1	1

Atoms and positions in Å:
O1 -15.6604 -53.5768 11.9918
H1 -15.9632 -53.7766 12.8880
H2 -15.4614 -54.3989 11.4161
H3 -14.6822 -53.1748 11.9708
O2 -14.8278 -55.5020 11.3272
H4 -13.9112 -55.5938 11.0340
O3 -14.5997 -57.7729 9.9739
H5 -13.6518 -57.8391 9.5836
H6 -14.7647 -56.9666 10.4409
O4 -13.5055 -56.2307 13.0779
H7 -12.6717 -55.6575 12.9133
H8 -14.0170 -56.1910 12.2750
O5 -19.0912 -55.1497 12.5312
H9 -18.7917 -54.2142 12.3253
H10 -18.6695 -55.7083 11.9385
O6 -17.7323 -53.1459 10.2643
H11 -18.4510 -53.4654 9.8926
H12 -16.9725 -53.2339 9.7338
O7 -16.4315 -51.1990 14.1474
H13 -15.5088 -50.8135 13.7662
H14 -16.4166 -51.0267 15.2278
O8 -16.5147 -54.4457 14.3792
H15 -17.3448 -54.8805 14.3519
H16 -16.7362 -53.5446 14.7787
O9 -13.9421 -51.4545 10.6867
H17 -14.2169 -51.5397 9.8216
H18 -13.5241 -50.6628 10.8640
O10 -18.8889 -52.2666 12.1050
H19 -18.1224 -52.0155 11.8148
H20 -18.6675 -51.8700 12.8983
O11 -11.5433 -53.8202 10.8653
H21 -11.1160 -54.0601 10.0877
H22 -12.1540 -53.2925 10.6499
O12 -15.4581 -54.0125 9.1439
H23 -15.1728 -54.5531 9.9392
H24 -15.7490 -54.6876 8.4419
O13 -13.4562 -52.6220 12.9543
H25 -13.1769 -52.7861 13.8610
H26 -12.7074 -52.2532 12.4813
O14 -17.2678 -56.5159 11.8638
H27 -16.2977 -56.3225 11.8548
H28 -17.2976 -56.9480 11.0757

---

# 2
This record from the OMol25 dataset describes a cluster of 13 separate species, C5H36N2O13 in total at a distorted geometry. The level of theory is wB97M-V/def2-TZVPD.

Computed properties:
relative energy (zero: lowest compared OMol25 entry of this formula, charge and spin)	176.1	kcal per mole
maximum force	6.52	eV/A
E_LUMO	-0.405	eV
HOMO	-9.290	eV
2S+1	1

Atoms and positions in Å:
C1 -3.5423 -1.8029 0.0660
N1 -2.2113 -1.7860 -0.3225
C2 -1.4768 0.6229 -0.3071
C3 -1.3348 -0.7012 0.3723
C4 0.0361 -1.3048 0.2111
N2 1.0693 -0.9715 1.2417
C5 1.9828 -2.1508 1.4305
O1 -3.9771 -1.3357 1.1362
H1 -4.3699 -2.4920 -0.4960
H2 -2.1800 -1.9362 -1.3239
H3 -1.7089 0.6303 -1.3653
H4 -2.3850 1.1939 -0.0342
H5 -0.4749 1.1021 -0.0989
H6 -1.7292 -0.7368 1.3992
H7 0.4532 -1.1678 -0.8365
H8 -0.2426 -2.4834 0.1982
H9 0.6664 -0.8697 2.1574
H10 2.4950 -2.2999 0.4749
H11 2.6449 -1.5874 2.1986
H12 1.3817 -3.0187 1.8035
H13 3.5975 0.7315 1.5137
H14 2.3354 0.5075 0.8573
O2 3.0452 1.0776 0.8698
H15 -1.0925 -1.1095 -4.7222
H16 0.4718 -1.1412 -4.2952
O3 -0.4277 -0.8405 -4.0476
H17 0.4473 2.1065 2.2925
H18 1.6388 2.0952 1.2978
O4 0.6155 2.3375 1.3494
H19 2.0342 4.1205 0.2636
H20 1.0798 4.4226 -0.9585
O5 1.9125 4.3410 -0.6523
H21 -2.7179 0.3161 3.6816
H22 -3.4643 -0.4055 2.7063
O6 -2.5658 -0.3371 2.9538
H23 -0.3317 -1.9739 4.6348
H24 -1.4167 -2.1998 3.6340
O7 -0.8748 -2.5709 4.2087
H25 3.5113 -1.6329 -4.0983
H26 2.5241 -0.9499 -3.0899
O8 2.5786 -1.6726 -3.8835
H27 -2.3061 1.6738 -2.1169
H28 -2.3310 1.3349 -3.6993
O9 -2.7674 1.8629 -3.0326
H29 -3.7324 0.4070 -2.5551
H30 -5.1953 -0.1085 -2.1414
O10 -4.3070 -0.3531 -2.4822
H31 3.2295 2.8692 -2.2948
H32 2.5129 1.8327 -1.6674
O11 2.4728 2.4291 -2.5216
H33 -0.0439 1.3348 4.6980
H34 1.1907 0.7560 5.0553
O12 0.5702 0.6905 4.2408
H35 4.8487 0.4534 -1.7065
H36 3.8958 0.6788 -0.7357
O13 3.9652 0.0114 -1.4618

---

# 3
This record from the OMol25 dataset describes the molecule C7H10NO2PS at a distorted geometry. The level of theory is wB97M-V/def2-TZVPD.

Computed properties:
relative energy (zero: lowest compared OMol25 entry of this formula, charge and spin)	0.0	kcal per mole
maximum force	3.85	eV/A
SMILES	CN[P@@](O)(=S)Oc1ccccc1
E_LUMO	0.541	eV
HOMO	-8.425	eV
2S+1	1

Atoms and positions in Å:
C1 -2.6089 1.9526 -0.2257
N1 -2.8452 0.7698 0.5824
P1 -2.0005 -0.6057 0.2542
O1 -2.6218 -1.5657 1.3471
S1 -1.8779 -1.2752 -1.5539
O2 -0.3033 -0.3162 1.1284
C2 0.8616 -0.3560 0.4517
C3 1.0636 0.3493 -0.7291
C4 2.3036 0.3253 -1.3402
C5 3.3488 -0.3887 -0.7800
C6 3.1473 -1.0922 0.3967
C7 1.9090 -1.0889 1.0072
H1 -2.4533 1.6290 -1.2539
H2 -3.4922 2.5894 -0.1901
H3 -1.7364 2.5227 0.1047
H4 -2.9374 0.9400 1.5761
H5 -2.4612 -2.4901 1.1341
H6 0.2433 0.9082 -1.1571
H7 2.4524 0.8744 -2.2587
H8 4.3170 -0.3968 -1.2576
H9 3.9569 -1.6534 0.8398
H10 1.7347 -1.6318 1.9240

---

# 4
This record from the OMol25 dataset describes a structure of composition C14H8F12I2NOTcTe at a distorted geometry. The level of theory is wB97M-V/def2-TZVPD.

Computed properties:
relative energy (zero: lowest compared OMol25 entry of this formula, charge and spin)	29.1	kcal per mole
maximum force	3.91	eV/A
charge	+1
E_LUMO (spin up / spin down)	-5.175 / -6.078	eV
HOMO (spin up / spin down)	-12.537 / -12.513	eV
2S+1	4
<S²>	3.806

Atoms and positions in Å:
Tc1 0.4526 0.3999 -0.3014
F1 -4.8338 -0.7586 -0.7584
C1 -3.6055 -1.2318 -0.6310
C2 -2.5447 -0.3381 -0.6239
C3 -1.2458 -0.7881 -0.4614
C4 -1.0192 -2.1899 -0.3940
C5 -2.1132 -3.0508 -0.3934
F2 -1.9387 -4.3702 -0.2963
C6 -3.4123 -2.5923 -0.4976
C7 0.3789 -2.5876 -0.3655
C8 0.8484 -3.8968 -0.3995
C9 2.2085 -4.1447 -0.4159
C10 3.0779 -3.0620 -0.3915
C11 2.5558 -1.7925 -0.3476
N1 1.2352 -1.5317 -0.3424
H1 -2.7980 0.6948 -0.7330
H2 -4.2458 -3.2802 -0.4952
H3 0.1490 -4.7137 -0.4223
H4 2.5782 -5.1590 -0.4489
H5 4.1483 -3.1948 -0.3973
H6 3.2290 -0.9467 -0.3030
I1 3.0347 1.7477 -0.9831
C12 3.3612 3.8682 -0.7554
I2 1.6773 5.1200 -1.1568
H7 4.1425 4.1003 -1.4707
H8 3.6909 4.0189 0.2657
F3 -2.1845 2.2102 -2.0891
Te1 -1.8094 3.1497 -0.4696
F4 -3.5950 3.6804 -0.5667
F5 -2.5763 2.0618 0.8808
F6 -1.5910 4.5477 -1.7128
F7 -1.4209 4.4459 0.8078
O1 -0.2239 2.2506 -0.4358
F8 1.7393 -0.3273 2.1374
C13 0.5539 0.2643 1.8328
F9 -0.4013 -0.4875 2.3894
C14 0.5928 1.6429 2.5475
F10 1.6205 2.3444 2.0183
F11 -0.4974 2.3586 2.3339
F12 0.7816 1.5381 3.8458

---

# 5
This record from the OMol25 dataset describes a structure of composition C3H3O2Pd at a distorted geometry. The level of theory is wB97M-V/def2-TZVPD.

Computed properties:
relative energy (zero: lowest compared OMol25 entry of this formula, charge and spin)	0.0	kcal per mole
maximum force	12.98	eV/A
E_LUMO (spin up / spin down)	-0.128 / -1.681	eV
HOMO (spin up / spin down)	-7.837 / -9.930	eV
2S+1	4
<S²>	3.773

Atoms and positions in Å:
C1 -1.5488 -0.3105 0.0756
C2 -0.2658 -0.3667 -0.5806
H1 -1.7313 0.4273 0.8799
H2 -2.0400 0.0596 -0.8725
H3 -2.0524 -1.2812 0.2487
O1 1.9450 -0.5980 1.1550
C3 2.6484 0.2653 0.5936
Pd1 0.7830 0.8468 -1.1012
O2 2.2619 0.9572 -0.3984